Molecular formula: C8H14O
Method: DFT, ωB97M-V/def2-TZVPD

XYZ file:
```
23
Properties=species:S:1:pos:R:3:forces:R:3:nbo_charge:R:1
C -2.181 -0.384 0.542 0.3888 -0.2367 -0.3959 -0.402
C -1.409 0.377 -0.237 0.4419 1.4897 1.2615 -0.129
C -1.898 1.072 -1.468 -0.0227 0.0238 -0.2944 -0.667
C 0.201 1.012 0.307 -3.8046 1.9686 -0.5914 0.553
C 0.341 0.863 1.803 0.9325 -0.7269 -0.1190 -0.695
O 0.529 2.017 -0.301 0.3279 -1.1478 0.2783 -0.628
H -3.202 -0.627 0.259 0.0603 0.0788 -0.0119 0.201
H -1.805 -0.893 1.421 -0.0156 0.1575 0.1009 0.193
H -1.537 2.100 -1.535 0.1759 -0.1214 0.1594 0.247
H -1.546 0.555 -2.366 -0.0222 0.0492 -0.0021 0.222
H -2.989 1.117 -1.505 0.0630 -0.2178 0.0501 0.217
H -0.219 1.670 2.278 -0.0534 -0.0577 -0.2687 0.253
H 1.397 0.968 2.056 -0.0290 0.1014 0.0887 0.234
H -0.001 -0.094 2.187 -0.0600 0.0040 -0.0640 0.219
C 2.122 -0.249 -1.385 -0.2461 0.2005 0.3510 -0.349
C 1.282 -0.662 -0.443 -1.5790 -0.5717 -0.6845 -0.214
C 1.453 -1.872 0.425 0.0515 -0.1521 0.0803 -0.664
H 1.924 0.674 -1.922 0.0014 -0.0557 -0.0094 0.220
H 3.052 -0.767 -1.599 -0.0280 0.0013 0.0404 0.197
H 0.004 -0.302 -0.484 3.3444 -0.8354 0.0222 0.331
H 1.996 -2.665 -0.097 0.0326 0.0639 0.0547 0.224
H 0.484 -2.281 0.726 0.0705 0.0169 -0.0172 0.215
H 2.004 -1.629 1.338 -0.0299 -0.0324 -0.0290 0.221
```
Positions in Å, forces in eV/Å.

Values from the calculation:
2S+1	1
energy relative to the best compared isomer or geometry (same formula, charge and spin)	93.8	kcal per mole
LUMO energy	0.02928	hartree
max |F|	4.3	eV/A
HOMO energy	-8.6	eV
SMILES string	C=C(C)C(C)=O.C=CC
frontier orbital gap	9.4	eV

Molecular formula: C12H10F2
Method: DFT, ωB97M-V/def2-TZVPD

XYZ file:
```
24
Properties=species:S:1:pos:R:3:forces:R:3:nbo_charge:R:1
F 32.656 1.505 -21.747 0.2802 -0.2323 0.0002 -0.321
C 33.580 0.546 -21.921 0.7343 -2.6849 -0.5423 0.405
C 34.937 0.848 -22.083 -1.6374 2.4711 0.1609 -0.293
C 35.910 -0.051 -22.322 -0.9923 -3.5605 -0.6512 -0.195
C 35.490 -1.433 -22.490 0.3947 1.9835 0.0386 -0.210
C 34.114 -1.767 -22.423 2.1230 -0.0027 0.7946 -0.212
C 33.190 -0.827 -22.035 -0.3140 2.3883 -0.1676 -0.278
H 35.260 1.877 -22.146 -0.3834 0.3888 0.3854 0.222
H 36.905 0.335 -22.491 0.1930 -0.5102 0.0999 0.223
H 36.304 -2.113 -22.695 -0.3920 -0.5243 -0.1320 0.216
H 33.773 -2.787 -22.515 0.1927 -0.1095 -0.1869 0.222
H 32.159 -1.130 -21.927 -0.1484 0.2256 0.0493 0.226
F 32.504 4.512 -15.825 0.1556 -0.5639 -1.0091 -0.339
C 32.412 4.159 -17.156 -0.8768 -1.7719 0.5639 0.405
C 32.283 5.195 -18.054 -0.5485 0.2489 0.7509 -0.296
C 32.078 4.915 -19.385 0.1401 -0.2054 -0.3676 -0.193
C 32.021 3.611 -19.802 0.3387 -0.4536 0.0101 -0.227
C 32.071 2.533 -18.900 0.8417 0.9379 0.0666 -0.196
C 32.270 2.766 -17.524 0.2632 2.0279 -1.0095 -0.281
H 32.173 6.195 -17.660 0.4068 0.1313 0.0275 0.231
H 31.995 5.651 -20.171 0.0325 0.4680 0.3304 0.215
H 32.081 3.496 -20.874 -0.4718 -0.5896 0.0525 0.222
H 32.130 1.561 -19.366 -0.2727 -0.3030 0.4823 0.222
H 32.385 1.936 -16.842 -0.0591 0.2409 0.2533 0.233
```
Positions in Å, forces in eV/Å.

Values from the calculation:
2S+1	1
energy relative to the best compared isomer or geometry (same formula, charge and spin)	21.0	kcal per mole
LUMO energy	0.03229	hartree
max |F|	3.8	eV/A
HOMO energy	-9.1	eV
SMILES string	Fc1ccccc1.Fc1ccccc1
frontier orbital gap	10.0	eV

Molecular formula: C4H8OS
Method: DFT, ωB97M-V/def2-TZVPD

XYZ file:
```
14
Properties=species:S:1:pos:R:3:forces:R:3:nbo_charge:R:1
O -2.334 3.746 -1.675 0.1203 2.1088 -6.8853 -0.530
C -2.383 4.076 -2.942 2.0183 -3.0479 2.2999 0.344
C -3.340 4.993 -3.694 -3.3047 -3.8087 2.8104 -0.529
C 2.182 -4.537 3.557 -0.3677 -1.0943 0.8179 -0.327
C 3.095 -3.995 2.824 -0.0572 2.4513 -3.9034 -0.287
S 1.567 -2.149 1.044 0.8534 -0.8416 1.0221 -0.245
H -1.520 3.532 -3.809 -2.2110 1.4235 2.7883 0.140
H -4.295 4.680 -4.222 2.0872 -0.3673 -0.4067 0.267
H -3.438 5.992 -3.406 0.2655 1.5592 0.8430 0.214
H 2.283 -5.385 4.184 0.2375 -1.0623 0.0847 0.214
H 1.228 -4.159 3.385 -1.6342 1.1112 0.9942 0.229
H 3.746 -4.428 2.039 0.6651 0.4629 1.5577 0.254
H 2.713 -2.859 2.509 0.3042 -1.0277 -0.5730 0.163
H -4.446 3.814 -2.458 1.0233 2.1330 -1.4499 0.093
```
Positions in Å, forces in eV/Å.

Values from the calculation:
2S+1	1
energy relative to the best compared isomer or geometry (same formula, charge and spin)	282.9	kcal per mole
LUMO energy	-0.09329	hartree
max |F|	7.2	eV/A
HOMO energy	-9.1	eV
frontier orbital gap	6.6	eV

Molecular formula: C19H23NO7PPtS2
Method: DFT, ωB97M-V/def2-TZVPD

XYZ file:
```
54
Properties=species:S:1:pos:R:3:forces:R:3:lowdin_spin:R:1
Pt 0.346 0.681 -0.152 0.9576 0.1476 -0.3599 1.578
O 4.569 1.816 -0.620 -1.0829 -0.8417 -0.4705 0.072
C 3.291 1.476 -0.302 0.5992 1.9412 2.1217 0.152
O 2.588 0.623 -0.862 -0.3569 -0.9771 -1.3358 0.236
C 2.730 2.199 0.841 1.3889 -1.1711 -2.4613 0.164
C 3.333 3.334 1.333 0.9281 0.8835 0.4040 0.007
C 2.705 4.029 2.338 0.1233 0.3324 -0.6697 0.155
C 1.475 3.509 2.776 -2.1457 -0.6561 1.6874 0.043
C 0.934 2.300 2.327 0.4658 2.8326 0.2891 0.107
N 1.503 1.731 1.230 -1.3125 -1.2750 0.4839 0.278
C -0.245 1.687 3.029 -0.4297 -0.2433 0.5144 0.014
O -1.364 2.440 3.243 0.4188 -0.2144 -0.5133 0.005
O -0.213 0.577 3.507 0.2296 0.3437 -0.7083 0.025
H 4.901 1.338 -1.408 -0.4071 0.1663 0.4065 0.001
H 4.286 3.670 0.880 -0.7368 -0.3366 0.4587 -0.001
H 3.087 4.980 2.702 -0.1066 -0.3103 0.0376 0.008
H 0.889 4.039 3.566 0.7557 -0.5449 -0.5880 0.001
H -1.545 3.084 2.536 0.5032 0.0516 0.4037 0.002
C -5.603 -0.432 -2.303 -1.8847 -0.0471 0.0563 0.001
C -4.633 0.565 -2.793 1.3399 -0.2806 0.3080 0.002
O -3.370 0.015 -2.009 -0.4200 1.1466 -0.1341 0.037
P -2.292 1.009 -1.494 -1.0771 -0.9204 -5.2932 0.067
S -0.568 0.163 -2.217 1.2293 -0.7296 0.3613 0.671
S -2.091 1.248 0.345 0.5651 0.6556 3.5196 0.327
O -2.460 2.204 -2.501 1.6004 1.6823 0.8656 0.030
C -1.304 3.250 -2.551 -0.4485 -0.2832 -0.3807 0.009
C -1.885 4.531 -3.050 -1.1386 0.9982 -0.2558 0.001
H -6.615 -0.217 -2.724 0.6259 -0.0279 0.4985 0.000
H -5.628 -0.409 -1.186 -0.2084 -0.1442 -0.9788 0.000
H -5.352 -1.431 -2.677 0.1200 0.2071 0.2856 0.000
H -4.740 1.623 -2.533 -0.3041 -0.4602 0.3343 0.000
H -4.396 0.543 -3.864 0.1297 -0.3640 0.3577 0.000
H -0.549 2.866 -3.258 -0.3605 -0.1774 0.4739 0.006
H -0.888 3.389 -1.544 -0.1691 -0.3754 -0.1909 -0.001
H -2.261 4.457 -4.083 0.2244 -0.2066 0.3382 0.000
H -1.154 5.375 -3.059 -0.4236 -0.8001 0.2970 0.000
H -2.772 4.797 -2.425 0.8128 0.0494 -0.3492 0.001
C 0.097 -2.373 1.983 0.8579 0.3422 0.2516 0.071
C 1.406 -2.693 1.279 0.8371 -1.8851 0.3288 0.093
O 2.305 -1.929 0.953 -1.5768 -0.4471 0.2474 0.590
C 1.653 -4.181 1.014 -0.1516 0.0112 0.1445 0.128
C 0.631 -5.155 1.014 -0.2652 1.0352 0.1280 0.010
C 0.956 -6.464 0.761 -1.2215 -0.3499 -0.0693 0.029
C 2.263 -6.885 0.669 1.0414 1.2818 -0.4251 0.028
C 3.274 -5.931 0.625 -0.2105 0.7254 0.4347 0.005
C 2.966 -4.576 0.763 0.5676 -0.0026 -0.4640 0.041
H 0.319 -1.485 2.594 -0.5974 -0.2161 0.0767 0.000
H -0.283 -3.260 2.524 0.5387 0.7237 -0.1183 0.003
H -0.590 -2.155 1.184 -0.5171 0.3946 -0.3548 0.000
H -0.392 -4.896 1.278 0.1380 -0.0848 -0.4493 0.000
H 0.157 -7.179 0.586 0.0261 0.0132 0.5303 0.002
H 2.521 -7.904 0.564 0.0500 -0.9398 -0.1423 0.001
H 4.300 -6.213 0.498 0.3111 -0.1646 -0.0616 0.001
H 3.706 -3.782 0.672 0.1672 -0.4884 0.1288 0.001
```
Positions in Å, forces in eV/Å.

Values from the calculation:
net charge	+2
2S+1	6
energy relative to the best compared isomer or geometry (same formula, charge and spin)	20.4	kcal per mole
LUMO energy (spin up / spin down)	-0.25326 / -0.38714	hartree
max |F|	5.5	eV/A
HOMO energy (spin up / spin down)	-11.1 / -14.8	eV
frontier orbital gap (spin up / spin down)	4.2 / 4.3	eV

Molecular formula: C8H10N4O
Method: DFT, ωB97M-V/def2-TZVPD

XYZ file:
```
23
Properties=species:S:1:pos:R:3:forces:R:3:nbo_charge:R:1
C 0.633 2.066 1.763 0.3680 0.1135 -0.5326 -0.432
C -1.351 0.684 1.493 -3.4778 -0.7876 1.4072 -0.444
C 0.271 0.476 -0.099 0.7377 -4.8417 0.1389 0.086
C 1.174 -0.582 0.560 -0.7635 0.6196 1.3772 -0.174
C 1.531 -1.738 -0.064 1.6062 -0.5106 4.5271 -0.252
C 1.045 -2.027 -1.311 -1.1254 -2.5742 -3.4870 0.052
C 0.140 -1.106 -1.825 -1.9259 -2.8156 -3.5187 0.052
C -0.482 -0.005 -1.154 2.2924 1.8871 -3.0533 0.166
H 1.411 1.021 2.213 -2.1753 4.2688 -1.2408 0.215
H 1.260 3.179 0.995 -1.6688 -3.5792 2.9976 0.257
H -0.411 2.422 3.062 3.0410 -0.5526 -3.6261 0.206
H -1.527 1.367 2.859 0.3858 -2.1040 -4.2151 0.199
H -0.975 -0.775 1.791 -1.2593 4.5198 -0.9873 0.217
H -2.579 0.802 0.816 3.9476 -0.8685 2.3604 0.253
H 1.348 -0.551 1.765 -0.1658 -0.0041 -3.4816 0.228
H 1.997 -2.471 0.643 -0.1640 0.4233 -1.2632 0.236
H -1.452 1.614 -1.151 -0.6106 -0.9685 -2.0359 0.391
H -1.276 1.093 -2.831 0.1687 -0.8342 1.4426 0.406
N -0.334 1.434 0.656 -0.4202 1.8963 6.2503 -0.603
N 1.044 -3.132 -2.141 2.1375 0.3291 1.8443 -0.062
N -0.310 -1.657 -2.976 -1.0435 1.0801 -1.1452 -0.093
N -1.445 0.787 -1.843 0.2918 1.5038 2.4163 -0.818
O 0.287 -2.900 -3.222 -0.1765 3.7993 3.8247 -0.086
```
Positions in Å, forces in eV/Å.

Values from the calculation:
2S+1	1
energy relative to the best compared isomer or geometry (same formula, charge and spin)	335.9	kcal per mole
LUMO energy	-0.02251	hartree
max |F|	6.5	eV/A
HOMO energy	-8.5	eV
frontier orbital gap	7.9	eV

Molecular formula: C8H53I2NO19P
Method: DFT, ωB97M-V/def2-TZVPD

XYZ file:
```
84
Properties=species:S:1:pos:R:3:forces:R:3:mulliken_charge:R:1
C -0.398 0.922 5.049 0.1350 -0.2048 -0.0226 -0.928
C -1.257 -0.228 4.529 -0.6346 0.4087 -0.1676 -0.083
C -2.647 0.237 4.070 0.4778 0.1295 0.2505 -0.502
O -3.069 -0.535 2.931 -0.0735 0.2102 0.0786 -0.191
C -3.701 0.204 1.940 0.1116 -0.4967 -0.1589 -0.982
P -2.526 1.214 0.902 -0.5883 0.5145 -0.1872 0.880
O -1.122 1.441 1.628 -0.4708 -0.3968 -0.1813 -0.207
C -3.297 2.885 0.719 0.1986 0.1539 0.3202 -0.944
N -2.319 3.938 1.046 -0.5407 -0.0995 -0.0065 -0.665
C -2.266 0.580 -0.789 0.5049 -0.2157 0.3351 -1.135
I -4.220 0.311 -1.624 0.0142 0.1208 0.0760 0.289
C -1.380 -0.650 -1.002 0.2326 0.1866 -0.2563 -0.385
C 0.120 -0.384 -0.851 -0.2127 -0.5352 0.2282 -0.915
I -1.960 -2.333 0.206 0.0224 0.1057 0.0006 0.088
H -0.965 1.635 5.651 -0.0034 -0.0792 0.0983 0.391
H 0.100 1.473 4.246 -0.1143 0.0195 -0.0846 0.228
H 0.405 0.511 5.656 0.0214 0.1700 0.0878 0.059
H -1.396 -0.966 5.314 0.2178 -0.1824 -0.1106 0.322
H -0.786 -0.692 3.662 0.1220 -0.1737 0.1343 0.150
H -2.622 1.305 3.810 -0.0228 -0.0151 -0.1180 0.236
H -3.379 0.138 4.875 -0.1263 -0.0681 -0.1026 0.416
H -4.163 -0.491 1.236 -0.0348 0.0085 0.0692 0.421
H -4.494 0.854 2.324 0.1255 0.1927 -0.0032 0.573
H -1.146 2.179 2.257 0.1748 0.0427 -0.0400 0.272
H -3.657 2.969 -0.307 0.0730 0.0830 -0.0284 0.596
H -4.174 2.936 1.370 -0.0931 -0.2367 -0.1152 0.465
H -2.618 4.793 0.582 0.2550 0.0153 -0.0984 0.250
H -2.414 4.164 2.032 0.1366 0.0288 0.0003 0.259
H -1.801 1.405 -1.341 -0.1305 0.0848 -0.0163 0.716
H -1.547 -0.966 -2.031 -0.1016 -0.1631 0.0695 0.855
H 0.388 0.242 -0.007 -0.0559 0.0751 -0.0413 -0.078
H 0.611 -1.340 -0.694 0.1560 0.0648 -0.0822 0.467
H 0.539 0.008 -1.774 -0.1028 0.3150 0.0744 0.253
O -4.970 -2.726 4.043 -0.0382 0.0621 -0.0233 -0.658
H -4.374 -2.103 3.615 0.1508 -0.0078 -0.0534 0.344
H -5.000 -3.491 3.460 -0.0132 -0.0195 0.0438 0.302
O -2.110 4.655 -2.257 -0.0815 -0.1928 -0.0807 -0.626
H -1.488 5.397 -2.211 -0.0545 0.0903 0.0917 0.320
H -2.087 4.292 -1.370 0.2294 0.0285 0.0555 0.247
O -0.770 6.925 -1.119 -0.1631 0.0623 0.2588 -0.608
H 0.056 7.248 -0.733 0.1656 -0.1026 -0.2488 0.329
H -1.422 7.612 -0.947 0.0109 0.0161 -0.0837 0.279
O 2.839 -1.388 -1.723 -0.2634 0.3202 0.0600 -0.536
H 3.525 -0.998 -2.277 0.1597 -0.2979 -0.0832 0.292
H 3.350 -1.787 -1.012 0.0403 -0.0953 -0.0575 0.249
O 2.067 6.507 -1.079 -0.0699 -0.0867 0.0376 -0.653
H 2.703 6.717 -1.770 0.0130 0.0943 0.0423 0.327
H 1.689 5.664 -1.349 0.0349 -0.0120 -0.0144 0.322
O -4.879 -3.798 -1.620 0.0372 0.0596 -0.0037 -0.613
H -4.083 -3.458 -1.193 -0.0717 -0.0200 -0.0380 0.243
H -5.589 -3.225 -1.315 -0.0242 -0.0450 0.0073 0.307
O -0.369 -2.743 6.702 -0.0237 -0.0111 0.0412 -0.606
H 0.277 -3.277 7.174 0.0199 0.0119 -0.0206 0.301
H -1.218 -3.123 6.951 0.0002 0.0010 -0.0055 0.296
O 2.752 0.793 6.959 -0.1749 -0.0540 -0.1081 -0.653
H 2.365 -0.088 6.927 0.0616 -0.0179 0.0209 0.302
H 2.152 1.308 7.513 0.1932 0.0483 0.1726 0.349
O 5.238 -2.559 -2.857 -0.0091 0.0590 -0.0300 -0.620
H 4.981 -2.643 -3.786 0.0897 0.0515 -0.1213 0.407
H 4.971 -3.399 -2.467 0.0227 -0.1347 0.0839 0.301
O 1.852 1.904 1.104 -0.0772 0.0172 -0.0151 -0.619
H 2.050 2.777 1.457 0.0425 -0.0207 0.0044 0.312
H 0.911 1.767 1.254 0.1474 0.0974 0.0211 0.301
O -0.099 -0.747 -4.272 0.1145 -0.0790 0.2760 -0.639
H 0.658 -1.064 -3.760 0.0327 0.0194 -0.0255 0.299
H 0.180 0.117 -4.594 -0.0152 -0.0475 -0.1321 0.314
O 4.124 -3.027 -5.554 -0.0780 -0.0516 0.2200 -0.659
H 3.444 -3.640 -5.251 -0.0292 -0.0011 -0.0747 0.291
H 3.905 -2.883 -6.484 -0.0727 0.0242 -0.1113 0.328
O 3.084 2.781 9.219 -0.0651 0.0146 -0.0699 -0.664
H 3.502 3.338 8.555 0.0168 0.0182 0.0247 0.325
H 3.761 2.134 9.443 -0.0262 -0.0337 -0.0103 0.330
O 4.460 -5.384 -1.586 -0.0083 0.0638 0.0311 -0.617
H 5.156 -5.968 -1.268 0.0394 0.0342 -0.0420 0.308
H 3.647 -5.752 -1.228 -0.0149 0.0147 -0.0368 0.301
O 2.979 -3.551 -8.169 0.1137 -0.1877 0.1109 -0.671
H 3.277 -4.467 -8.159 -0.0859 -0.0267 0.0432 0.303
H 2.494 -3.463 -8.997 0.1282 0.1997 -0.0640 0.319
O 0.431 -3.855 -5.621 0.0498 -0.0046 0.1614 -0.607
H 0.553 -2.982 -5.233 -0.0719 0.0937 -0.1502 0.328
H -0.497 -4.053 -5.464 0.0046 -0.0382 -0.0367 0.292
O 3.749 -2.866 -10.895 0.0035 0.0043 -0.0778 -0.630
H 4.519 -3.171 -10.404 -0.0169 0.0245 0.0486 0.330
H 3.998 -1.993 -11.216 -0.0464 -0.0062 -0.0401 0.312
```
Positions in Å, forces in eV/Å.

Values from the calculation:
net charge	+1
2S+1	1
LUMO energy	-0.12550	hartree
max |F|	0.8	eV/A
HOMO energy	-12.0	eV
frontier orbital gap	8.6	eV